# 1
The following is a DFT calculation (the ωB97M-V functional and the def2-TZVPD basis) of 16 unconnected molecules or ions with the total composition C39H74N14O7 at a distorted geometry.

Each atom is followed by the atoms it is bonded to, with distances in Å.
Atoms and positions in Å:
1 H 5.031 -3.810 0.195  C20 1.090
2 C 5.217 1.975 -4.407  N6 1.346, H88 1.101, O123 1.219
3 N -1.900 -0.780 5.051  C18 1.138
4 H 1.264 -3.216 -5.635  C22 1.090
5 C -5.812 -1.483 1.196  N17 1.476, H64 1.090, H102 1.090, H129 1.090
6 N 5.012 3.173 -3.829  C2 1.346, C53 1.483, C79 1.482
7 H 0.137 3.149 -5.381  C63 1.090
8 H 5.974 2.427 3.244  C114 1.090
9 H 1.915 2.099 -4.873  C124 1.101
10 C 1.753 -7.829 2.495  C28 1.479, H45 1.090, H62 1.090, H97 1.090
11 H 0.931 5.571 2.336  C101 1.090
12 N 6.172 -2.206 2.694  C91 1.121
13 C 2.907 -6.787 0.520  H16 1.090, C28 1.464, H60 1.090, H87 1.090
14 H -8.587 -1.055 -0.815  C73 1.090
15 H 2.602 5.649 3.012  C101 1.090
16 H 3.000 -7.052 -0.533  C13 1.090
17 N -6.917 -1.934 0.326  C5 1.476, C73 1.505, C107 1.377
18 C -2.362 0.246 4.884  N3 1.138, C54 1.452
19 H 5.902 5.101 -3.867  C53 1.090
20 C 6.048 -3.523 0.462  H1 1.090, H40 1.090, H48 1.090, C91 1.474
21 C 1.470 -0.622 0.629  H78 1.090, H109 1.090, C110 1.469, H128 1.090
22 C 1.635 -3.693 -4.728  H4 1.090, N83 1.420, H92 1.090, H118 1.090
23 H -0.562 3.814 -4.025  C63 1.090
24 H -0.418 -3.742 2.972  C58 1.090
25 H -4.601 1.713 -2.023  C29 1.090
26 H -7.756 -0.018 0.271  C73 1.090
27 H -0.852 -2.359 -4.192  C76 1.090
28 C 1.947 -7.769 1.030  C10 1.479, C13 1.464, O31 1.237
29 C -5.247 1.109 -1.386  H25 1.090, H81 1.090, H85 1.090, C126 1.457
30 N 0.416 1.977 -3.614  C61 1.467, C63 1.473, C124 1.320
31 O 1.211 -8.383 0.249  C28 1.237
32 C 5.670 4.297 2.691  C114 1.406, N120 1.143
33 C -3.244 -4.784 2.267  H108 1.101, O117 1.217, N125 1.310
34 H 1.648 -0.163 5.989  C77 1.090
35 H -3.270 6.747 4.358  C56 1.090
36 H -0.157 -4.774 1.635  C58 1.090
37 H 4.521 5.073 -4.765  C53 1.090
38 H -2.644 6.475 5.934  C56 1.090
39 H -1.347 2.421 -4.832  C63 1.090
40 H 6.538 -4.496 0.465  C20 1.090
41 H 2.470 -0.859 4.522  C77 1.090
42 N -6.002 2.320 0.802  C126 1.156
43 C -2.091 5.212 4.165  C56 1.495, N93 1.148
44 O 2.142 0.494 -3.515  C124 1.254
45 H 2.640 -7.432 2.988  C10 1.090
46 H -3.874 5.327 5.367  C56 1.090
47 C -1.855 4.210 -0.932  C49 1.498, N50 1.141
48 H 6.408 -2.976 -0.410  C20 1.090
49 C -1.161 3.995 0.379  C47 1.498, H67 1.090, H96 1.090, H100 1.090
50 N -2.450 4.354 -1.894  C47 1.141
51 N -0.782 0.723 0.605  C110 1.156
52 H -0.782 -2.600 -2.563  C76 1.090
53 C 5.368 4.426 -4.537  N6 1.483, H19 1.090, H37 1.090, H89 1.090
54 C -2.992 1.540 4.691  C18 1.452, H69 1.090, H71 1.090, H112 1.090
55 H -1.304 -3.474 0.209  C80 1.090
56 C -3.032 5.949 5.062  H35 1.090, H38 1.090, C43 1.495, H46 1.090
57 H 0.567 -1.694 -3.477  C76 1.090
58 C -0.876 -4.568 2.428  H24 1.090, H36 1.090, H99 1.090, N125 1.415
59 C 2.766 1.168 4.907  C77 1.490, N130 1.184
60 H 3.901 -6.564 0.907  C13 1.090
61 C -0.315 1.430 -2.466  N30 1.467, H68 1.090, H98 1.090, H111 1.090
62 H 1.548 -8.878 2.708  C10 1.090
63 C -0.402 2.839 -4.486  H7 1.090, H23 1.090, N30 1.473, H39 1.090
64 H -5.696 -0.436 0.916  C5 1.090
65 H 5.876 2.721 1.444  C114 1.090
66 H -8.858 -1.156 0.962  C73 1.090
67 H -1.678 3.167 0.864  C49 1.090
68 H 0.407 0.839 -1.903  C61 1.090
69 H -3.842 1.424 4.019  C54 1.090
70 H -2.941 -2.922 0.443  C80 1.090
71 H -2.293 2.198 4.175  C54 1.090
72 H -4.918 -2.441 -3.181  C134 1.090
73 C -8.118 -1.041 0.169  H14 1.090, N17 1.505, H26 1.090, H66 1.090
74 H -3.734 -1.256 -2.634  C134 1.090
75 C 2.527 5.129 0.917  O82 1.260, C101 1.502, C121 1.531
76 C -0.108 -2.548 -3.418  H27 1.090, H52 1.090, H57 1.090, N83 1.461
77 C 1.887 -0.035 4.933  H34 1.090, H41 1.090, C59 1.490, H132 1.090
78 H 1.911 -0.591 1.626  C21 1.090
79 C 4.495 3.235 -2.441  N6 1.482, H90 1.090, H113 1.090, H133 1.090
80 C -1.992 -3.080 0.957  H55 1.090, H70 1.090, H116 1.090, N125 1.467
81 H -5.004 0.047 -1.388  C29 1.090
82 O 2.287 3.917 0.668  C75 1.260
83 N 0.675 -3.753 -3.683  C22 1.420, C76 1.461, C105 1.390
84 H 1.802 6.880 2.010  C101 1.090
85 H -6.272 1.090 -1.756  C29 1.090
86 C -5.219 -0.540 -4.162  N115 1.161, C134 1.502
87 H 2.425 -5.811 0.574  C13 1.090
88 H 4.836 1.175 -3.754  C2 1.101
89 H 5.835 4.339 -5.518  C53 1.090
90 H 3.414 3.272 -2.302  C79 1.090
91 C 6.143 -2.787 1.736  N12 1.121, C20 1.474
92 H 2.091 -4.645 -5.000  C22 1.090
93 N -1.458 4.512 3.512  C43 1.148
94 O -7.974 -3.761 -0.695  C107 1.284
95 H 4.393 2.730 2.544  C114 1.090
96 H -1.076 4.903 0.975  C49 1.090
97 H 0.854 -7.288 2.789  C10 1.090
98 H -0.820 2.175 -1.851  C61 1.090
99 H -0.888 -5.442 3.079  C58 1.090
100 H -0.135 3.642 0.271  C49 1.090
101 C 1.975 5.811 2.135  H11 1.090, H15 1.090, C75 1.502, H84 1.090
102 H -4.862 -1.933 0.908  C5 1.090
103 H 4.536 6.053 0.566  C121 1.090
104 H 3.758 5.411 -0.837  C121 1.090
105 C 0.418 -4.947 -3.019  N83 1.390, H122 1.101, O131 1.196
106 H -3.618 -1.857 -4.228  C134 1.090
107 C -6.938 -3.222 -0.162  N17 1.377, O94 1.284, H119 1.101
108 H -3.014 -5.635 2.926  C33 1.101
109 H 2.118 -0.096 -0.072  C21 1.090
110 C 0.222 0.151 0.654  C21 1.469, N51 1.156
111 H -1.090 0.718 -2.750  C61 1.090
112 H -3.276 2.007 5.634  C54 1.090
113 H 4.768 4.200 -2.015  C79 1.090
114 C 5.458 2.932 2.428  H8 1.090, C32 1.406, H65 1.090, H95 1.090
115 N -5.869 0.235 -4.733  C86 1.161
116 H -1.684 -2.132 1.398  C80 1.090
117 O -4.367 -4.502 1.893  C33 1.217
118 H 2.415 -3.119 -4.228  C22 1.090
119 H -5.993 -3.754 0.027  C107 1.101
120 N 5.903 5.392 2.921  C32 1.143
121 C 3.557 5.921 0.105  C75 1.531, H103 1.090, H104 1.090, H127 1.090
122 H -0.260 -4.856 -2.157  C105 1.101
123 O 5.612 1.751 -5.539  C2 1.219
124 C 1.563 1.476 -4.036  H9 1.101, N30 1.320, O44 1.254
125 N -2.136 -4.182 1.914  C33 1.310, C58 1.415, C80 1.467
126 C -5.679 1.817 -0.188  C29 1.457, N42 1.156
127 H 3.336 6.964 -0.120  C121 1.090
128 H 1.277 -1.626 0.253  C21 1.090
129 H -5.918 -1.510 2.281  C5 1.090
130 N 3.472 2.117 4.857  C59 1.184
131 O 0.890 -6.022 -3.247  C105 1.196
132 H 1.008 0.248 4.353  C77 1.090
133 H 4.803 2.410 -1.800  C79 1.090
134 C -4.352 -1.559 -3.480  H72 1.090, H74 1.090, C86 1.502, H106 1.090

Calculated values
* orbital gap: 0.3219 Ha
* net charge: 0

# 2
The following is a DFT calculation (the ωB97M-V functional and the def2-TZVPD basis) of 8 unconnected molecules or ions with the total composition C39H76N3O32P2S9 at a distorted geometry.

Each atom is followed by the atoms it is bonded to, with distances in Å.
Atoms and positions in Å:
1 H 0.936 3.385 -1.242  C136 1.139
2 O -4.655 -3.251 -14.906  S100 1.423
3 H -8.253 -1.114 -14.378  C143 1.089
4 O -6.437 -2.671 -8.394  S33 1.420
5 C 4.038 1.302 -1.484  C61 1.589, C62 1.610, O145 1.442, H157 1.136
6 O 4.690 1.820 13.416  S27 1.618, C101 1.429
7 C 3.487 -2.283 -3.210  H39 1.141, C57 1.615, H92 1.124, P114 1.862
8 H -2.519 -2.712 -3.347  C159 1.137
9 H 5.054 3.532 0.071  C50 1.138
10 H 2.497 0.601 4.086  C64 1.140
11 H 4.472 2.063 1.647  C121 1.128
12 H 1.185 6.086 13.140  C58 1.093
13 C -0.143 5.602 11.495  O17 1.428, C58 1.518, H105 1.089, H135 1.094
14 S 3.910 -1.369 4.155  C64 1.857, C104 1.830
15 O -6.499 -4.833 -15.486  S100 1.422
16 O -0.856 3.524 5.645  S52 1.421
17 O 0.853 5.311 10.514  C13 1.428, S109 1.622
18 N 1.493 -2.895 3.571  C37 1.410, C104 1.448, C160 1.435
19 H -2.540 -3.042 1.181  C144 1.089
20 C 1.887 6.884 -0.294  H66 1.133, C88 1.588, H90 1.138, H110 1.124
21 O -5.096 -4.004 -6.763  S33 1.425
22 C 4.295 7.971 -0.644  H59 1.127, H85 1.139, C88 1.607, H108 1.132
23 H 1.644 1.318 8.382  C25 1.089
24 H 2.766 -0.598 -1.365  C62 1.131
25 C 0.745 1.707 7.907  H23 1.089, O29 1.435, H70 1.089, C138 1.516
26 H -0.219 -3.970 -2.668  C45 1.127
27 S 5.167 2.446 12.001  O6 1.618, O48 1.425, O147 1.422, O155 1.623
28 H 6.969 0.343 12.921  C96 1.094
29 O 1.078 2.417 6.705  C25 1.435, S52 1.611
30 S 2.049 -2.597 6.140  C104 1.654
31 O -4.593 -3.289 0.945  S67 1.617, C144 1.429
32 H -5.309 -4.269 -10.926  C123 1.093
33 S -5.398 -3.591 -8.093  O4 1.420, O21 1.425, O87 1.622, O97 1.618
34 C 3.118 0.236 1.987  C64 1.594, H71 1.125, C121 1.608, H139 1.137
35 O 1.513 -1.079 -4.797  P114 1.506
36 H -0.811 0.229 8.280  C138 1.089
37 C 0.795 -2.290 2.505  N18 1.410, N41 1.362, H156 1.117
38 H 0.356 1.780 2.206  C118 1.135
39 H 3.409 -2.644 -2.131  C7 1.141
40 O 1.296 -3.622 -4.732  C93 1.448, P114 1.675
41 N -0.002 -3.076 1.730  C37 1.362, C78 1.438
42 H 0.354 -0.225 7.012  C138 1.092
43 O -8.023 -3.027 -7.201  S128 1.426
44 H 3.297 -4.383 -5.105  C93 1.129
45 C -0.453 -2.868 -2.613  H26 1.127, O120 1.451, H154 1.139, C159 1.598
46 C 2.554 3.703 2.851  P115 1.870, H125 1.138, H153 1.138, H161 1.127
47 H 1.900 -6.441 -3.370  C81 1.136
48 O 4.012 2.772 11.232  S27 1.425
49 H 1.632 1.504 -2.484  C77 1.141
50 C 4.117 4.043 -0.323  H9 1.138, C80 1.577, H86 1.139, N103 1.500
51 H 5.058 0.027 14.397  C101 1.089
52 S -0.137 2.299 5.654  O16 1.421, O29 1.611, O122 1.433, O130 1.613
53 H -0.216 5.094 13.612  C58 1.089
54 H 1.902 -5.480 -5.411  C93 1.137
55 C -7.649 -3.134 -3.757  H111 1.088, H113 1.093, C119 1.517, O149 1.429
56 H 4.210 1.118 3.803  C64 1.124
57 C 4.140 -0.810 -3.112  C7 1.615, C62 1.582, H75 1.123, H107 1.127
58 C 0.515 5.282 12.826  H12 1.093, C13 1.518, H53 1.089, O117 1.430
59 H 4.836 8.133 0.331  C22 1.127
60 H -1.430 -1.393 -4.045  C159 1.124
61 C 3.171 1.728 -0.222  C5 1.589, H76 1.136, N103 1.529, C121 1.609
62 C 3.812 -0.283 -1.656  C5 1.610, H24 1.131, C57 1.582, H140 1.135
63 O -6.492 -3.680 -13.307  C89 1.430, S100 1.618
64 C 3.459 0.324 3.541  H10 1.140, S14 1.857, C34 1.594, H56 1.124
65 H 2.059 2.888 -3.578  C77 1.137
66 H 1.251 6.216 -0.952  C20 1.133
67 S -5.760 -2.435 0.220  O31 1.617, O69 1.618, O127 1.421, O131 1.424
68 H 3.493 6.250 -1.725  C88 1.142
69 O -4.819 -1.272 -0.396  S67 1.618, C99 1.428
70 H 0.250 2.400 8.586  C25 1.089
71 H 2.020 0.356 1.772  C34 1.125
72 H -0.629 3.123 1.513  C118 1.139
73 H -2.859 -4.716 -9.134  C83 1.094
74 H -6.615 -1.728 -12.680  C89 1.093
75 H 3.697 -0.201 -3.945  C57 1.123
76 H 2.218 1.110 -0.201  C61 1.136
77 C 2.346 2.388 -2.598  H49 1.141, H65 1.137, C136 1.589, O145 1.432
78 C 0.150 -4.370 2.341  N41 1.438, H95 1.116, C160 1.461
79 O -9.258 -1.246 -5.954  S128 1.424
80 C 4.131 5.512 0.249  C50 1.577, C88 1.603, H112 1.141, H141 1.125
81 C 2.386 -5.420 -3.272  H47 1.136, C93 1.613, H94 1.129, H158 1.125
82 H -4.525 -5.818 -10.529  C123 1.089
83 C -3.539 -4.065 -9.690  H73 1.094, O87 1.428, C123 1.518, H126 1.090
84 H 2.213 4.472 -1.895  C136 1.122
85 H 5.090 7.939 -1.459  C22 1.139
86 H 4.313 4.137 -1.441  C50 1.139
87 O -4.033 -3.067 -8.795  S33 1.622, C83 1.428
88 C 3.413 6.628 -0.651  C20 1.588, C22 1.607, H68 1.142, C80 1.603
89 C -7.283 -2.522 -13.025  O63 1.430, H74 1.093, H106 1.089, C143 1.518
90 H 1.653 7.946 -0.631  C20 1.138
91 H 6.003 -0.869 12.043  C96 1.089
92 H 4.195 -2.993 -3.718  C7 1.124
93 C 2.285 -4.679 -4.701  O40 1.448, H44 1.129, H54 1.137, C81 1.613
94 H 1.765 -4.856 -2.515  C81 1.129
95 H -0.417 -5.234 1.920  C78 1.116
96 C 6.007 0.146 12.440  H28 1.094, H91 1.089, C101 1.519, O155 1.428
97 O -5.608 -4.912 -9.003  S33 1.618, C123 1.429
98 H 3.927 -0.044 13.023  C101 1.093
99 C -3.499 -1.388 0.137  O69 1.428, H102 1.093, H124 1.090, C144 1.517
100 S -6.019 -3.652 -14.855  O2 1.423, O15 1.422, O63 1.618, O137 1.617
101 C 4.854 0.401 13.395  O6 1.429, H51 1.089, C96 1.519, H98 1.093
102 H -3.444 -0.784 1.046  C99 1.093
103 N 2.867 3.226 -0.179  C50 1.500, C61 1.529, P115 1.802, C136 1.531
104 C 2.398 -2.324 4.547  S14 1.830, N18 1.448, S30 1.654
105 H -0.459 6.641 11.426  C13 1.089
106 H -8.016 -2.740 -12.249  C89 1.089
107 H 5.254 -0.949 -3.208  C57 1.127
108 H 3.673 8.888 -0.875  C22 1.132
109 S 1.773 4.082 11.039  O17 1.622, O117 1.616, O134 1.417, O148 1.429
110 H 1.636 6.796 0.798  C20 1.124
111 H -6.749 -3.536 -3.295  C55 1.088
112 H 5.228 5.825 0.267  C80 1.141
113 H -8.149 -2.463 -3.054  C55 1.093
114 P 1.751 -2.252 -3.883  C7 1.862, O35 1.506, O40 1.675, O120 1.705
115 P 1.747 3.663 1.163  C46 1.870, N103 1.802, C118 1.877
116 H -8.791 -2.803 -14.557  C143 1.093
117 O 1.302 4.113 12.585  C58 1.430, S109 1.616
118 C 0.294 2.486 1.319  H38 1.135, H72 1.139, P115 1.877, H151 1.139
119 C -8.588 -4.228 -4.232  C55 1.517, H129 1.089, H133 1.094, O142 1.428
120 O 0.711 -2.005 -2.555  C45 1.451, P114 1.705
121 C 3.991 1.224 1.067  H11 1.128, C34 1.608, C61 1.609, H132 1.138
122 O 0.370 1.696 4.456  S52 1.433
123 C -4.768 -4.825 -10.155  H32 1.093, H82 1.089, C83 1.518, O97 1.429
124 H -2.765 -1.027 -0.583  C99 1.090
125 H 2.177 4.628 3.396  C46 1.138
126 H -3.002 -3.602 -10.517  C83 1.090
127 O -6.591 -1.868 1.222  S67 1.421
128 S -8.533 -2.471 -5.992  O43 1.426, O79 1.424, O142 1.622, O149 1.616
129 H -9.201 -4.629 -3.427  C119 1.089
130 O -1.009 1.198 6.447  S52 1.613, C138 1.432
131 O -6.273 -3.207 -0.862  S67 1.424
132 H 4.855 0.582 0.697  C121 1.138
133 H -8.036 -5.043 -4.709  C119 1.094
134 O 3.133 4.470 10.969  S109 1.417
135 H -1.001 4.949 11.312  C13 1.094
136 C 2.052 3.453 -1.455  H1 1.139, C77 1.589, H84 1.122, N103 1.531
137 O -6.935 -2.409 -15.334  S100 1.617, C143 1.429
138 C -0.195 0.604 7.464  C25 1.516, H36 1.089, H42 1.092, O130 1.432
139 H 3.383 -0.819 1.654  C34 1.137
140 H 4.513 -0.818 -0.941  C62 1.135
141 H 3.770 5.651 1.306  C80 1.125
142 O -9.403 -3.606 -5.227  C119 1.428, S128 1.622
143 C -7.936 -2.155 -14.346  H3 1.089, C89 1.518, H116 1.093, O137 1.429
144 C -3.324 -2.862 0.447  H19 1.089, O31 1.429, C99 1.517, H152 1.094
145 O 3.715 1.984 -2.712  C5 1.442, C77 1.432
146 H -1.356 -3.124 -4.691  C159 1.134
147 O 6.206 3.383 12.259  S27 1.422
148 O 1.285 2.876 10.449  S109 1.429
149 O -7.318 -2.386 -4.929  C55 1.429, S128 1.616
150 H 1.308 -5.123 4.147  C160 1.120
151 H 0.054 1.914 0.363  C118 1.139
152 H -3.108 -3.434 -0.461  C144 1.094
153 H 2.258 2.832 3.522  C46 1.138
154 H -1.013 -2.723 -1.632  C45 1.139
155 O 5.834 1.099 11.390  S27 1.623, C96 1.428
156 H 0.814 -1.213 2.212  C37 1.117
157 H 5.129 1.525 -1.264  C5 1.136
158 H 3.445 -5.495 -2.903  C81 1.125
159 C -1.488 -2.480 -3.766  H8 1.137, C45 1.598, H60 1.124, H146 1.134
160 C 1.049 -4.256 3.486  N18 1.435, C78 1.461, H150 1.120
161 H 3.676 3.793 2.815  C46 1.127

Calculated values
* orbital gap: 0.2720 Ha
* net charge: +1
* relative energy (zero: lowest compared OMol25 entry of this formula, charge and spin): 142.1 kcal per mole